Computed, not measured: a 3-piece molecular cluster, C33H19IN3O5 overall at a distorted geometry, with ωB97M-V/def2-TZVPD.

As for the highest occupied orbital energy: -11.414 eV. The calculation puts the LUMO energy at -5.65 eV. As for the gap between HOMO and LUMO: 5.768 eV. The calculation puts the molar mass at 664.4 g mol⁻¹. As for the total charge: +1.

Cartesian coordinates (Å):
C: 3.891 4.225 2.817
C: -2.534 -3.597 -1.887
H: -3.043 4.513 2.987
N: 4.278 0.067 -1.537
H: -7.325 -5.967 -1.728
O: -5.186 -2.703 1.136
H: 3.459 0.455 -1.037
C: 1.704 3.657 1.987
H: -4.460 3.443 1.274
C: -1.199 3.847 2.102
C: -2.584 3.956 2.179
C: -2.143 -2.684 -0.784
C: 0.856 2.966 0.985
C: 1.123 4.427 2.996
H: -0.158 -2.381 -1.553
H: -3.572 -5.312 -3.684
C: -3.044 -2.372 0.235
H: -5.775 -6.416 -3.606
C: -3.878 -4.224 -1.853
C: 1.931 5.108 3.902
C: 8.419 -1.889 -2.601
C: 6.437 -0.981 -2.910
C: 4.115 -1.204 -1.982
H: -6.688 -4.380 0.049
H: -3.421 2.180 -0.587
C: -0.614 3.117 1.066
C: -2.798 2.642 0.170
H: -1.108 -0.259 2.044
C: 5.231 -1.813 -2.743
H: 3.547 2.944 1.135
H: -0.969 1.962 -0.714
C: -6.003 -4.580 -0.766
N: 9.009 -2.490 -1.824
C: -6.363 -5.471 -1.767
C: -2.671 -1.492 1.248
H: 1.484 5.717 4.678
O: -0.859 5.148 4.026
H: 3.175 -1.762 -1.782
O: 7.576 -1.409 -3.582
C: 3.312 5.012 3.809
H: 5.180 -2.838 -3.176
C: -0.866 -2.132 -0.770
C: 3.091 3.550 1.908
I: 8.092 1.658 -2.469
C: -0.354 4.523 3.117
H: 0.505 -0.842 0.259
C: -1.418 2.520 0.099
H: 4.970 4.144 2.752
C: -4.250 -5.106 -2.864
O: -1.761 -3.831 -2.797
H: -3.372 -1.239 2.035
C: -1.399 -0.941 1.253
C: -5.489 -5.727 -2.821
H: 3.939 5.549 4.511
C: -4.397 -2.984 0.257
C: -3.382 3.354 1.215
C: -4.764 -3.949 -0.809
N: 5.296 0.878 -1.651
C: -0.493 -1.267 0.248
O: 1.360 2.287 0.102
C: 6.362 0.395 -2.299